{
  "formula": "C47H44AsBrN3O8PSSe2Sr",
  "method": "ωB97M-V with the def2-TZVPD basis set",
  "e_homo_ev": -2.3,
  "molar_mass_g_mol": 1242.29,
  "total_energy_ev": -352844.7832,
  "total_charge": -2,
  "relative_energy_ev": 0.781,
  "species": ["Sr", "N", "P", "C", "C", "C", "C", "C", "C", "C", "C", "C", "C", "C", "C", "C", "C", "C", "C", "C", "N", "H", "H", "H", "H", "H", "H", "H", "H", "H", "H", "H", "H", "H", "H", "H", "C", "Se", "C", "C", "Se", "C", "H", "H", "H", "H", "H", "H", "H", "H", "H", "H", "O", "As", "O", "O", "C", "C", "C", "C", "C", "C", "S", "O", "O", "O", "H", "H", "H", "H", "H", "Br", "C", "C", "C", "C", "C", "C", "C", "O", "O", "H", "H", "H", "H", "N", "C", "C", "C", "C", "C", "C", "C", "C", "C", "C", "C", "C", "C", "H", "H", "H", "H", "H", "H", "H", "H", "H", "H"],
  "positions_angstrom": [[-2.13813, 0.19592, 0.28493], [0.42399, -2.40878, 1.42520], [1.19448, -0.75999, 0.23806], [2.59035, -1.96061, 0.08086], [2.42121, -2.96139, -0.87835], [3.39269, -3.92610, -1.08518], [4.56369, -3.90726, -0.33566], [4.74110, -2.92062, 0.62178], [3.76030, -1.95725, 0.83198], [1.50844, 0.12761, 1.84073], [2.62454, 0.95241, 2.00715], [2.83590, 1.65477, 3.18384], [1.92238, 1.56602, 4.22458], [0.79970, 0.76875, 4.07385], [0.60133, 0.05472, 2.89741], [-0.58927, -3.21616, 1.12033], [-0.94189, -4.34663, 1.92711], [-2.00009, -5.13718, 1.57596], [-2.74101, -4.83885, 0.42583], [-2.34812, -3.72295, -0.28671], [-1.31765, -2.93783, 0.00807], [0.90291, -2.70346, 2.27000], [1.49813, -2.98785, -1.44879], [3.23313, -4.69838, -1.82893], [5.32856, -4.65853, -0.49495], [5.64915, -2.89474, 1.21333], [3.91373, -1.19941, 1.59042], [3.34040, 1.05236, 1.20098], [3.71088, 2.28861, 3.27799], [2.06842, 2.13620, 5.13442], [0.04411, 0.71623, 4.84654], [-0.28355, -0.55943, 2.81161], [-0.36722, -4.54819, 2.82349], [-2.26692, -5.98518, 2.19864], [-3.59945, -5.42049, 0.12005], [-2.92268, -3.42782, -1.16289], [0.81537, -0.25027, -5.88670], [1.02346, -0.26263, -3.95090], [-0.49018, 0.88982, -3.55291], [-1.87096, 0.33638, -3.86562], [-2.55737, -1.15084, -2.79943], [-1.56926, -2.66963, -3.52207], [0.85191, 0.77179, -6.26217], [-0.11940, -0.71797, -6.19455], [1.64388, -0.81454, -6.31234], [-0.33052, 1.79834, -4.14136], [-0.40511, 1.17235, -2.50235], [-1.97769, 0.08067, -4.92243], [-2.59390, 1.12202, -3.63709], [-1.16251, -2.40372, -4.49334], [-2.27004, -3.49547, -3.63360], [-0.76556, -2.94706, -2.84580], [-3.42116, 3.22547, 0.75148], [-1.88506, 3.46143, -0.14689], [-1.80456, 2.08909, -1.10498], [-0.80883, 2.68208, 1.22738], [-0.73126, 3.29864, 2.43016], [0.22571, 4.31814, 2.54276], [0.43056, 5.01327, 3.71594], [-0.33154, 4.70497, 4.83831], [-1.27457, 3.69950, 4.74359], [-1.49207, 2.98741, 3.56644], [-2.72918, 1.68849, 3.69708], [-4.01152, 2.35115, 3.72731], [-2.39195, 0.94153, 4.88994], [-2.50465, 0.90765, 2.46259], [-3.35101, 2.44847, 1.33154], [0.82259, 4.52370, 1.66166], [1.18942, 5.78598, 3.75702], [-0.18906, 5.23162, 5.77356], [-1.86371, 3.42681, 5.61077], [-7.88075, -4.87358, 2.24320], [-7.60857, -3.07238, 1.66937], [-8.69333, -2.21146, 1.65130], [-8.49493, -0.90316, 1.22987], [-7.23805, -0.48112, 0.82295], [-6.16394, -1.35928, 0.85737], [-6.34233, -2.66708, 1.29300], [-4.78372, -0.90212, 0.42927], [-4.69661, 0.10169, -0.31480], [-3.81186, -1.57190, 0.85368], [-9.66909, -2.55707, 1.96453], [-9.33037, -0.21377, 1.22170], [-7.05949, 0.52813, 0.47755], [-5.48643, -3.32739, 1.33992], [1.86115, 0.66663, -0.65007], [2.81387, 1.08752, -1.35690], [2.65072, 2.40745, -2.06301], [3.39373, 2.72887, -3.19488], [3.17834, 3.92891, -3.86077], [2.22983, 4.82452, -3.38870], [1.49163, 4.51266, -2.25180], [1.69552, 3.30952, -1.59682], [4.18431, 0.46784, -1.45919], [4.42677, -0.75712, -2.07100], [5.70381, -1.29904, -2.08176], [6.75735, -0.62250, -1.48382], [6.52788, 0.60626, -0.88063], [5.25165, 1.14929, -0.87807], [4.13276, 2.02655, -3.56295], [3.74971, 4.16198, -4.75159], [2.06033, 5.76142, -3.90578], [0.74349, 5.20456, -1.88494], [1.11196, 3.02349, -0.72939], [3.60547, -1.28799, -2.52617], [5.86959, -2.26429, -2.54381], [7.75117, -1.05377, -1.48126], [7.34306, 1.14188, -0.40851], [5.07153, 2.11267, -0.41378]],
  "lowdin_charge": [1.3677, -0.0687, 0.9886, -0.3424, -0.1201, -0.1003, -0.1269, -0.1046, -0.0813, -0.3158, -0.1073, -0.0949, -0.0981, -0.0776, -0.0961, -0.4346, -0.0467, -0.1212, -0.1223, -0.2195, 0.0675, 0.0703, 0.0922, 0.0950, 0.0892, 0.0959, 0.0945, 0.0798, 0.0923, 0.0960, 0.0941, 0.0893, 0.0896, 0.0903, 0.0799, 0.0674, -0.4246, 0.9345, -0.5545, -0.5553, 0.9345, -0.4167, 0.0167, 0.0036, 0.0059, 0.0707, 0.0158, 0.0477, 0.0558, -0.0050, 0.0100, -0.0042, -0.3836, 1.0840, -0.7800, -0.3668, -0.3594, -0.0326, -0.1030, -0.1082, -0.0775, -0.1870, 0.4527, -0.3054, -0.3244, -0.5380, -0.0394, 0.1090, 0.0920, 0.0879, 0.1111, 0.6662, -0.6762, -0.1563, -0.0863, -0.0140, -0.1073, -0.0574, -0.6683, -0.1042, -0.1392, 0.0861, 0.0959, 0.1184, 0.1081, -0.0718, -0.3438, -0.1791, -0.0498, -0.1023, -0.1127, -0.0849, -0.0282, -0.1834, -0.0474, -0.0916, -0.1076, -0.0932, -0.0462, 0.1110, 0.0897, 0.0886, 0.0911, 0.0865, 0.0810, 0.0999, 0.0905, 0.0924, 0.1186]
}